Record 1
{"formula": "C26H21Cl5CrN4O3", "method": "ωB97M-V/def2-TZVPD", "homo_energy_ev": [-4.479, -7.982], "multiplicity": 5, "e_lumo_ev": [0.06, -0.18], "de_lowest_kj_mol": 86.96, "symbols": ["Cr", "C", "N", "C", "C", "C", "C", "C", "C", "N", "C", "C", "C", "C", "C", "C", "N", "C", "C", "C", "C", "C", "N", "H", "H", "H", "H", "H", "H", "H", "H", "H", "H", "H", "H", "H", "H", "H", "H", "H", "H", "Cl", "C", "C", "Cl", "C", "Cl", "C", "O", "C", "Cl", "C", "Cl", "C", "C", "O", "O", "H", "H", "H"], "xyz": [[0.0151, -0.2303, -0.1256], [0.4032, -1.3655, -2.7677], [1.2405, -1.1445, -1.5767], [1.8223, -2.3862, -1.0084], [1.3370, -2.7147, 0.3807], [1.6990, -3.8995, 0.9974], [1.2364, -4.1595, 2.2740], [0.4268, -3.2284, 2.9056], [0.1092, -2.0663, 2.2322], [0.5670, -1.8221, 1.0023], [2.3223, -0.1632, -1.8993], [2.8510, 0.3821, -0.6196], [4.1342, 0.7828, -0.4080], [4.5059, 1.3479, 0.8319], [3.4998, 1.3971, 1.8372], [2.2384, 0.9664, 1.5826], [1.8528, 0.4804, 0.3387], [-0.4167, -0.1291, -3.0332], [-0.9383, 0.1448, -4.2857], [-1.7773, 1.2362, -4.4406], [-2.0714, 2.0191, -3.3378], [-1.4967, 1.6929, -2.1229], [-0.6725, 0.6557, -1.9760], [-0.2715, -2.1941, -2.5428], [1.0123, -1.6266, -3.6396], [2.9060, -2.2530, -0.9576], [1.6109, -3.2309, -1.6657], [2.3220, -4.6101, 0.4710], [1.5017, -5.0841, 2.7695], [0.0402, -3.3933, 3.9007], [-0.5266, -1.2999, 2.6550], [1.8666, 0.6218, -2.5087], [3.0954, -0.6504, -2.5013], [4.8610, 0.6650, -1.2041], [5.5122, 1.6885, 1.0184], [3.7283, 1.7679, 2.8280], [1.4721, 0.9812, 2.3458], [-0.6923, -0.4998, -5.1188], [-2.1963, 1.4698, -5.4104], [-2.7292, 2.8731, -3.4069], [-1.6967, 2.2720, -1.2333], [-1.6947, 5.6087, 4.4989], [-1.4490, 4.1953, 3.5447], [-0.7276, 4.2553, 2.3583], [-0.0779, 5.7658, 1.8404], [-0.5242, 3.1125, 1.5877], [0.3720, 3.2397, 0.1158], [-1.0329, 1.8564, 1.9689], [-0.8832, 0.7526, 1.3074], [-1.7714, 1.8356, 3.1745], [-2.4456, 0.3231, 3.6730], [-1.9751, 2.9692, 3.9457], [-2.8817, 2.8690, 5.4073], [-3.3829, -2.8489, -0.5100], [-1.9511, -2.4023, -0.6966], [-1.1036, -3.1695, -1.1566], [-1.7350, -1.1735, -0.3686], [-3.5182, -3.8581, -0.8883], [-4.0523, -2.1582, -1.0228], [-3.6340, -2.8121, 0.5505]], "atomic_forces_ev_per_a": [[-0.15, 0.24, 0.23], [0.08, 0.12, -0.13], [-0.17, -0.09, -0.04], [-0.01, -0.01, -0.04], [0.02, 0.06, -0.10], [0.01, -0.05, 0.01], [0.03, -0.02, -0.02], [-0.03, 0.05, 0.02], [0.01, -0.01, 0.07], [-0.05, -0.16, 0.08], [0.04, -0.01, 0.05], [-0.14, -0.06, 0.08], [0.09, 0.00, 0.04], [-0.07, -0.01, 0.06], [0.13, -0.01, -0.05], [-0.04, -0.10, -0.13], [-0.01, 0.20, -0.05], [0.05, -0.10, 0.01], [-0.03, 0.00, -0.01], [0.05, -0.04, -0.02], [0.00, 0.01, 0.05], [-0.07, 0.06, 0.02], [0.11, 0.08, 0.08], [0.08, 0.07, -0.07], [0.05, 0.07, -0.02], [0.01, -0.03, 0.00], [-0.03, 0.01, 0.02], [0.00, 0.00, 0.00], [0.00, 0.00, 0.01], [0.01, -0.01, 0.00], [-0.01, 0.00, -0.01], [-0.02, 0.01, 0.02], [0.00, 0.02, -0.02], [-0.02, 0.00, -0.02], [0.01, 0.00, 0.01], [0.00, 0.01, 0.00], [-0.02, 0.02, 0.00], [-0.01, 0.01, -0.01], [-0.01, 0.00, 0.00], [0.00, 0.00, 0.00], [0.01, -0.01, -0.01], [0.00, -0.02, -0.01], [0.00, 0.01, -0.02], [0.02, 0.02, -0.02], [-0.01, -0.05, 0.00], [0.06, 0.15, -0.06], [-0.03, 0.02, 0.03], [-0.03, -0.06, 0.10], [0.13, -0.10, -0.39], [-0.08, -0.02, 0.11], [0.05, 0.01, -0.06], [-0.01, -0.03, 0.01], [0.01, 0.00, -0.03], [0.00, -0.04, 0.05], [-0.27, 0.28, -0.03], [0.05, -0.31, 0.23], [0.21, -0.21, -0.07], [-0.01, -0.01, 0.01], [0.01, 0.00, 0.01], [-0.01, 0.00, 0.00]]}

***

Record 2
{"formula": "C26H21FN2O4S", "method": "ωB97M-V/def2-TZVPD", "homo_energy_ev": -8.085, "e_lumo_ev": 0.26, "symbols": ["C", "O", "C", "C", "C", "C", "N", "C", "O", "C", "C", "C", "C", "C", "C", "C", "C", "C", "C", "C", "C", "C", "C", "N", "S", "O", "O", "C", "C", "C", "C", "F", "C", "C", "H", "H", "H", "H", "H", "H", "H", "H", "H", "H", "H", "H", "H", "H", "H", "H", "H", "H", "H", "H", "H"], "xyz": [[5.9064, 3.4799, -1.2169], [5.4293, 2.4968, -0.3308], [4.0794, 2.2476, -0.3052], [3.1381, 2.8572, -1.1160], [1.8002, 2.5059, -1.0262], [1.3866, 1.5407, -0.1180], [0.0280, 1.2037, -0.0613], [-0.5092, 0.0106, 0.3259], [0.1479, -0.9401, 0.7002], [-1.9983, -0.0372, 0.2659], [-2.7575, 0.6485, -0.6788], [-4.1344, 0.5408, -0.6775], [-4.7901, -0.2528, 0.2620], [-6.2561, -0.3584, 0.2609], [-6.8782, -1.5898, 0.4538], [-8.2570, -1.6886, 0.4497], [-9.0358, -0.5590, 0.2612], [-8.4275, 0.6706, 0.0723], [-7.0488, 0.7707, 0.0677], [-4.0250, -0.9516, 1.1944], [-2.6496, -0.8494, 1.1915], [2.3190, 0.9494, 0.7288], [3.6567, 1.2907, 0.6386], [4.5966, 0.7233, 1.4866], [4.4794, -0.8207, 2.1318], [5.7717, -1.0655, 2.6986], [3.3275, -0.9031, 2.9704], [4.2668, -1.8402, 0.6749], [3.0128, -2.2665, 0.2825], [2.8869, -3.0045, -0.8832], [4.0255, -3.2948, -1.6147], [3.9076, -4.0085, -2.7509], [5.2877, -2.8786, -1.2207], [5.4008, -2.1377, -0.0582], [5.7067, 3.2123, -2.2595], [6.9825, 3.5225, -1.0563], [5.4697, 4.4600, -1.0016], [3.4315, 3.6054, -1.8346], [1.0816, 2.9889, -1.6719], [-0.6035, 1.8958, -0.4372], [-2.2821, 1.2421, -1.4480], [-4.7113, 1.0593, -1.4295], [-6.2747, -2.4761, 0.5850], [-8.7265, -2.6508, 0.5932], [-10.1129, -0.6367, 0.2616], [-9.0305, 1.5555, -0.0707], [-6.5794, 1.7350, -0.0633], [-4.5167, -1.5650, 1.9346], [-2.0523, -1.3910, 1.9091], [2.0108, 0.2403, 1.4757], [5.5447, 1.0213, 1.3174], [2.1440, -2.0242, 0.8724], [1.9231, -3.3494, -1.2213], [6.1491, -3.1354, -1.8166], [6.3593, -1.7995, 0.3023]], "atomic_forces_ev_per_a": [[0.13, 0.16, -0.15], [-0.36, -0.31, 0.30], [0.06, -0.12, 0.09], [0.24, 0.02, 0.10], [-0.15, -0.19, 0.17], [0.53, 0.07, -0.20], [-0.34, 0.21, -0.10], [-0.02, 0.19, -0.21], [0.06, -0.10, 0.17], [-0.36, -0.18, 0.03], [0.17, -0.02, 0.14], [-0.12, -0.03, 0.06], [0.32, 0.03, -0.04], [-0.30, -0.02, 0.00], [0.07, 0.07, -0.01], [-0.08, -0.06, 0.04], [-0.07, 0.00, 0.00], [-0.09, 0.04, -0.04], [0.08, -0.05, 0.01], [-0.05, 0.07, -0.10], [0.21, 0.06, -0.09], [-0.06, 0.13, -0.08], [-0.46, 0.30, -0.39], [0.32, -0.51, 0.53], [0.39, 0.21, -0.34], [0.10, 0.05, -0.27], [-0.27, 0.01, -0.34], [0.02, 0.33, 0.68], [-0.07, -0.02, 0.06], [0.14, -0.08, -0.15], [-0.05, 0.09, 0.13], [0.01, 0.07, 0.13], [-0.11, -0.01, -0.03], [0.11, -0.08, -0.11], [-0.01, 0.01, 0.05], [-0.07, 0.04, -0.06], [0.00, -0.04, -0.01], [0.08, 0.06, -0.05], [-0.08, 0.02, -0.09], [0.04, -0.15, 0.19], [0.04, 0.04, -0.06], [-0.05, 0.02, -0.07], [0.06, -0.08, 0.01], [-0.03, -0.07, 0.00], [-0.08, -0.01, 0.00], [-0.04, 0.07, 0.00], [0.05, 0.08, -0.01], [-0.05, -0.04, 0.08], [0.05, -0.05, 0.06], [-0.10, -0.01, 0.03], [0.20, -0.13, 0.08], [-0.11, 0.01, 0.02], [-0.09, -0.04, -0.05], [0.07, -0.03, -0.05], [0.17, 0.00, -0.04]]}

***

no.,M (g mol⁻¹)
1,666.740
2,476.529